[1]
# C31H23NO7P

3 unconnected molecules or ions with the total composition C31H23NO7P (ωB97M-V with the def2-TZVPD basis set, the Open Molecules 2025 dataset).

Each line ends with the natural charge from an NBO analysis.
Geometry (Å):
O -1.59047 4.45381 7.81866  -0.5971
C -2.06823 3.39797 7.77691  0.8204
N -2.58710 2.32650 7.84952  -0.8145
P -4.22466 2.21745 7.00695  1.2914
O -5.16997 2.80802 8.32787  -0.8001
C -6.01704 3.81576 7.72793  -0.1136
C -5.09718 4.65461 6.74935  -0.0901
O -4.04884 3.78520 6.29237  -0.8395
H -5.44764 1.93799 6.25498  -0.2010
H -4.46308 0.89769 7.56951  -0.1584
H -3.56883 1.54137 5.91130  -0.1521
H -6.85974 3.23562 7.29655  0.1780
H -6.33060 4.45600 8.58155  0.1696
H -4.74146 5.50909 7.37888  0.1620
H -5.53971 5.05999 5.81380  0.1697
C 0.50848 -0.78192 -1.01322  -0.2046
C 0.04387 0.04476 -2.03194  -0.2050
C -0.62360 1.21980 -1.72276  -0.1606
C -0.84032 1.56840 -0.39301  -0.1474
C -0.39573 0.72800 0.62718  -0.0447
C 0.28888 -0.44194 0.31286  -0.1820
C -0.66188 1.06114 2.05372  0.5067
O -0.26809 0.32715 2.93894  -0.5249
C -1.42054 2.29673 2.36751  -0.0691
C -1.72921 2.59687 3.69144  -0.1672
C -2.42761 3.75816 3.99730  -0.1673
C -2.81074 4.62632 2.97856  -0.1990
C -2.51132 4.33046 1.65655  -0.1582
C -1.82461 3.16224 1.34407  -0.1775
C -1.54186 2.84065 -0.07374  0.5549
O -1.87981 3.59736 -0.96743  -0.5517
H 1.03812 -1.69580 -1.25688  0.2201
H 0.20562 -0.22889 -3.06810  0.2149
H -0.97959 1.86398 -2.51725  0.2326
H 0.64673 -1.08966 1.10358  0.2349
H -1.43064 1.92512 4.48678  0.2502
H -2.67490 3.99047 5.03362  0.2836
H -3.34968 5.53564 3.21838  0.2109
H -2.81672 5.00794 0.86847  0.2255
C 1.61816 -5.67369 -7.90332  -0.1956
C 0.71842 -5.16536 -6.97066  -0.1892
C 1.17885 -4.42819 -5.89090  -0.1663
C 2.54264 -4.20567 -5.73212  -0.1632
C 3.44663 -4.73572 -6.65438  -0.0622
C 2.97875 -5.46038 -7.74582  -0.1745
C 4.90979 -4.54869 -6.47272  0.5259
O 5.69717 -5.00681 -7.27773  -0.5282
C 5.39144 -3.79876 -5.28429  -0.1484
C 6.75872 -3.66234 -5.06727  -0.1566
C 7.21888 -2.95318 -3.96841  -0.1936
C 6.31500 -2.36882 -3.08556  -0.1873
C 4.95167 -2.50638 -3.29417  -0.1904
C 4.48560 -3.22907 -4.38776  -0.0678
C 3.02294 -3.39902 -4.58081  0.6079
O 2.23374 -2.89249 -3.80847  -0.5449
H 1.25593 -6.24202 -8.75160  0.2174
H -0.34361 -5.34353 -7.08858  0.2195
H 0.47597 -4.02968 -5.16984  0.2421
H 3.67630 -5.86175 -8.47026  0.2364
H 7.46537 -4.11254 -5.75329  0.2369
H 8.28413 -2.85256 -3.79863  0.2181
H 6.67608 -1.80897 -2.23132  0.2217
H 4.25115 -2.05444 -2.60284  0.2425

Its net charge is -1. The calculation puts the HOMO energy at -4.907 eV. Its frontier orbital gap is 4.79 eV.

[2]
# C24H42O2P2V

A molecular structure, C24H42O2P2V (ωB97M-V with the def2-TZVPD basis set, the Open Molecules 2025 dataset).

Each line ends with the Löwdin spin population.
Geometry (Å):
V -0.97386 0.92899 1.24355  0.9066
C -0.26952 -0.57620 2.50483  0.0048
C 0.54641 0.61204 2.62160  0.0049
C -1.61594 1.15749 3.28927  0.0010
C -1.58495 -0.23185 2.97080  -0.0025
C -0.29317 1.68563 3.07741  0.0144
C 0.19110 -1.95769 2.22071  0.0049
H 1.27207 -1.97407 2.03038  0.0006
H -0.29419 -2.44774 1.36675  -0.0001
H -0.05111 -2.57660 3.09395  0.0003
C -2.66097 -1.22428 3.15012  -0.0006
H -2.21282 -2.20222 3.36377  0.0000
H -3.26374 -1.34394 2.24192  -0.0005
H -3.33383 -0.90835 3.95430  -0.0002
C -2.80185 1.88152 3.83118  0.0004
H -2.48165 2.78513 4.35124  0.0001
H -3.37522 1.24130 4.50627  -0.0001
H -3.47788 2.18171 3.02712  -0.0002
C 0.12492 3.10410 3.29502  0.0147
H -0.42527 3.57077 4.12296  0.0016
H -0.06988 3.70715 2.39496  0.0038
H 1.19541 3.16818 3.52137  0.0006
C 2.01659 0.65165 2.47544  -0.0015
H 2.45704 1.30770 3.23207  -0.0005
H 2.30784 1.03174 1.49623  -0.0004
H 2.42171 -0.35094 2.60025  -0.0001
C -0.08218 -3.99060 -1.02456  0.0025
C 1.21337 -4.19777 -0.69346  0.0034
C 2.42619 -3.44341 -1.16758  0.0253
C 2.33709 -2.69130 -2.53321  0.0483
C 2.00936 -1.25989 -2.15028  0.3706
C 0.94098 -0.90597 -1.28944  0.1747
C -0.45414 -1.44782 -1.22673  0.0286
C -0.69947 -2.87448 -1.82935  0.0038
H 3.29344 -4.10820 -1.20977  0.0026
H 1.66779 -3.18983 -3.24398  0.0041
H 2.72737 -2.70816 -0.38816  0.0010
H -0.36932 -2.90339 -2.88134  0.0007
H -0.81968 -4.74036 -0.70933  0.0000
H 1.37744 -4.90946 0.13655  0.0016
H -1.79648 -3.03410 -1.89791  -0.0001
H -0.91972 -1.44446 -0.22702  0.0073
H 1.23119 -0.38615 -0.34715  0.0204
H -1.10966 -0.72750 -1.76291  0.0125
H 3.33016 -2.68163 -3.02869  -0.0005
H 2.93874 -0.71345 -1.95651  0.0113
P 0.97929 0.32280 -2.79016  0.1649
C 0.20331 -0.59735 -4.16846  0.0115
C 2.36929 1.19471 -3.68433  0.0213
P -0.12226 2.12240 -0.40287  0.0321
C -0.09180 1.68389 -2.20286  0.0697
C 1.63412 2.65812 -0.41119  0.0034
C -1.18006 3.61355 -0.42037  0.0089
H -0.86938 -0.71429 -3.96787  0.0024
H 0.68139 -1.58162 -4.26147  0.0025
H 0.32281 -0.08854 -5.13323  -0.0003
H 2.07883 1.50806 -4.70362  0.0005
H 3.26347 0.56752 -3.81684  0.0003
H 2.69249 2.11169 -3.17335  0.0023
H -1.01588 4.17680 -1.34475  0.0013
H -0.97171 4.27177 0.42719  0.0016
H -2.24850 3.35998 -0.36295  -0.0002
H -1.11025 1.46379 -2.56304  0.0017
H 0.26129 2.56695 -2.78171  0.0031
H 1.93854 3.17562 0.50093  0.0000
H 1.83219 3.33677 -1.24238  0.0005
H 2.28999 1.78751 -0.53037  -0.0001
O -3.14205 -0.46139 0.00174  0.0010
C -3.88748 0.55450 0.12011  0.0008
O -3.56600 1.67954 0.60979  0.0009
H -4.93131 0.42388 -0.25056  -0.0001

As for the energy relative to the best compared isomer or geometry (same formula, charge and spin): 88.1 kcal per mole. As for the spin multiplicity: 3. Its net charge is +1. The calculation puts the HOMO energy (spin up / spin down) at -10.188 / -9.654 eV. Its frontier orbital gap (spin up / spin down) is 7.28 / 5.25 eV.

[3]
# C8H23BrLiO7

A molecular structure, C8H23BrLiO7 (ωB97M-V with the def2-TZVPD basis set, the Open Molecules 2025 dataset).

Each line ends with the natural charge from an NBO analysis.
Geometry (Å):
Li 0.44581 0.54435 -1.07552  0.8519
Br 1.79989 -0.61317 -3.00937  -0.9286
C -1.88124 0.24226 1.51639  -0.6410
C -0.35916 0.18699 1.55847  -0.0481
O 0.22835 -0.53781 0.52247  -1.0079
H -2.26244 0.62440 0.56737  0.1993
H -2.22829 0.88528 2.33446  0.1816
H -2.32865 -0.75200 1.61654  0.2008
H -0.03024 -0.16658 2.55215  0.1170
H -0.03287 1.25486 1.52762  0.0927
C -2.63150 -2.92577 -3.06275  -0.0777
C -1.62520 -2.20101 -2.19701  -0.1022
O -2.10956 -2.07380 -0.86866  -0.7736
O -2.78017 -4.28210 -2.68227  -0.7316
H -2.39017 -2.90464 -4.12447  0.1780
H -3.59380 -2.39766 -2.97681  0.1415
H -1.36664 -1.23061 -2.63783  0.1673
H -0.67471 -2.74180 -2.15893  0.1932
H -1.49625 -1.43668 -0.45027  0.5119
H -2.99524 -4.31071 -1.74462  0.4718
C -0.55556 2.85362 -2.09505  -0.1037
C 0.32290 3.30310 -0.96427  -0.0941
O 1.35843 2.34540 -0.76713  -0.7379
O -1.24443 1.64524 -1.73703  -0.7375
H 0.01666 2.65486 -3.00714  0.2025
H -1.24327 3.68085 -2.31285  0.1643
H -0.27429 3.37410 -0.04691  0.1798
H 0.72255 4.29590 -1.18389  0.1753
H 2.17389 2.76538 -0.49284  0.4992
H -1.88664 1.49886 -2.43761  0.4885
C 2.99331 0.43404 2.64088  -0.0826
C 2.73987 -0.70601 3.56746  -0.0904
O 3.85944 -1.61217 3.54990  -0.7258
O 2.92967 0.07121 1.28368  -0.7427
H 3.97291 0.89147 2.80466  0.1676
H 2.26498 1.22997 2.86133  0.1510
H 1.82829 -1.23194 3.26978  0.1813
H 2.63261 -0.36805 4.60606  0.1423
H 3.71641 -2.27157 4.23189  0.4552
H 1.98438 -0.01807 1.02211  0.5113

As for the energy relative to the best compared isomer or geometry (same formula, charge and spin): 0.0 kcal per mole. Its net charge is -1. The calculation puts the HOMO energy at -4.498 eV. Its frontier orbital gap is 6.78 eV.

[4]
# C3H4N2S

A single C3H4N2S molecule (ωB97M-V with the def2-TZVPD basis set, the Open Molecules 2025 dataset).

Each line ends with the natural charge from an NBO analysis.
Geometry (Å):
S -2.42115 0.00250 -0.19173  0.0094
C -0.59331 0.02425 -0.07968  0.0140
C 0.24855 1.09982 0.01529  -0.3532
C 1.54539 0.51975 -0.17606  -0.0449
N 1.52814 -0.83828 -0.11735  -0.2433
N 0.17865 -1.09773 -0.10903  -0.3663
H -2.65946 -0.90450 0.75928  0.1279
H -0.02178 2.17463 0.12269  0.2433
H 2.42562 1.04507 -0.24112  0.2024
H -0.23065 -2.02553 0.01770  0.4107

Its SMILES is Sc1ccn[nH]1. As for the energy relative to the best compared isomer or geometry (same formula, charge and spin): 28.6 kcal per mole. The calculation puts the HOMO energy at -9.172 eV. Its frontier orbital gap is 9.81 eV.